{
  "formula": "C36H48N4O18",
  "method": "the ωB97M-V functional and the def2-TZVPD basis",
  "species": ["O", "H", "O", "C", "H", "C", "C", "C", "H", "O", "H", "H", "C", "H", "O", "C", "H", "H", "H", "H", "C", "H", "C", "C", "C", "H", "H", "H", "H", "H", "H", "H", "H", "H", "O", "C", "H", "H", "C", "N", "C", "C", "H", "H", "H", "C", "C", "C", "N", "H", "H", "C", "C", "C", "H", "C", "H", "C", "N", "H", "O", "O", "C", "H", "O", "C", "O", "O", "H", "C", "O", "H", "O", "H", "C", "C", "C", "C", "C", "H", "O", "C", "N", "H", "O", "H", "O", "C", "H", "H", "C", "H", "H", "C", "H", "H", "O", "H", "H", "C", "H", "O", "O", "C", "H", "H"],
  "coordinates": [[0.67457, 2.65592, -1.07464], [2.85757, 2.86692, -3.57364], [-3.63743, 2.29592, -1.21964], [-3.82643, 2.34392, 2.43236], [-2.50943, -1.13208, -1.42164], [-4.05943, 2.43792, -0.07964], [-7.29143, -2.09908, 3.22636], [5.49857, -0.24908, 5.77136], [-3.06643, 2.41192, 3.27236], [2.62457, -3.86708, -2.89164], [-2.09443, 2.30292, 0.96536], [5.55157, 0.72092, 7.96936], [4.99457, 0.39092, 6.98236], [3.22557, 1.15392, 0.68436], [-0.21943, 0.04992, -2.80264], [-0.94543, -0.44808, 0.61836], [1.21257, -0.37208, -1.10864], [-6.56943, -0.30308, 0.42636], [-3.47643, -0.72808, -3.74964], [6.68857, -1.59408, -4.48564], [-3.15643, 2.34592, 1.11736], [2.41057, 1.55092, -2.55464], [-5.62643, -0.36708, -2.96464], [-5.51643, 2.81592, 0.10736], [-4.51943, -2.47708, 2.34436], [7.55057, -0.84608, -2.79064], [4.63457, -5.16508, -2.84364], [4.83057, -0.10408, -1.96164], [2.24557, -0.28908, 3.86136], [1.28157, 1.11492, -0.56064], [-2.48043, 2.21092, -3.25164], [-7.31643, 0.27092, -1.88564], [-1.31743, -0.19308, 1.49936], [-0.42643, 1.56892, -1.81564], [1.08457, -1.54408, -2.37964], [-5.86043, -0.22308, -0.44264], [-0.44743, 3.19192, -1.28564], [-6.96343, 0.08492, 3.05536], [0.55857, -0.23308, 0.88536], [-0.54243, 2.55692, -2.18064], [-5.11443, -0.98808, 2.38536], [-6.06743, 2.87692, 1.49936], [7.76857, 0.90892, -4.30264], [3.42057, 1.62392, 7.80736], [-1.26843, -1.44508, 0.29336], [5.80057, -0.52108, -1.84864], [-4.18843, -0.58408, -2.81964], [-6.57543, -3.40608, 3.38336], [1.46757, 0.24192, -0.26764], [2.63457, -4.25808, -0.21064], [2.28457, -2.73008, -0.42464], [-5.25543, -3.56108, 2.87336], [-1.91943, 2.89892, -2.52364], [0.54257, 2.81192, -3.31764], [5.62757, -1.66708, -1.60964], [-6.57143, -0.93808, 2.83236], [5.43857, -4.85308, -1.13764], [2.77757, 0.88492, 5.80736], [0.27357, -1.04608, -3.13964], [6.20957, 1.61992, -3.53264], [-0.01143, 4.50992, -1.86364], [-5.77243, 2.51292, 3.69436], [3.17857, -3.41408, -0.57964], [-1.10443, 0.37492, -0.04164], [-6.14643, 0.00592, -4.04064], [3.17857, -0.12208, 4.66436], [-3.29543, -2.62108, 2.05636], [0.92157, -0.06208, 1.99136], [2.08457, -3.13008, -2.88064], [-6.37743, -0.16608, -1.74764], [5.93657, -0.91708, -4.17964], [-5.97843, 2.96092, -0.81164], [-4.02143, -0.86008, 0.93236], [3.59157, -0.34308, 0.44136], [2.03157, 2.57692, -2.84564], [6.62057, -0.33208, -3.09164], [3.64457, -3.77008, -1.84564], [-3.58243, -0.90008, -1.46864], [7.07557, 1.04292, -3.55364], [4.11357, -3.01208, -2.28664], [-8.53443, -1.90808, 3.48536], [2.98757, 0.30592, 0.10036], [0.23757, 3.83092, -0.90464], [4.97157, -1.34808, 3.78836], [-0.22343, -1.58408, -4.12064], [-4.51843, -0.12008, 2.20236], [6.68457, -0.63108, 5.80736], [4.59457, -0.72408, 4.62136], [-4.79843, -4.58808, 3.08836], [3.22757, 0.68192, -0.84064], [-5.27143, 2.57592, 2.66436], [-2.59943, 3.01492, -1.55664], [-7.10843, 3.31292, 1.54436], [3.68157, 1.08792, 6.81136], [3.89357, -5.74708, -1.31364], [4.01357, -3.27908, 0.14336], [0.31957, 3.28592, -4.47264], [-7.13443, -4.29808, 3.66636], [7.64557, 1.62992, -2.61264], [-4.46343, -0.70908, -0.17564], [6.28757, 0.11592, -1.17964], [1.63557, 1.42392, 5.78036], [0.36157, 4.32992, 0.17636], [4.52757, -5.09108, -1.82264], [-2.09443, 3.81592, -2.97664], [2.24857, 3.30292, -2.08864]],
  "forces_ev_per_a": [[14.3365, -1.8809, 11.9261], [-1.8216, -0.3458, -0.2358], [-3.8861, -2.6612, 2.3855], [5.4965, 0.7165, -3.7193], [-0.7157, 0.1570, 0.0569], [-0.9826, 0.4971, 1.1219], [-3.8896, 0.9039, 0.5994], [2.5780, -3.1391, -0.1444], [-1.5211, -0.4293, -0.6653], [1.6570, -4.1925, 0.6806], [0.2724, -0.0547, 0.2371], [-0.7132, -1.3476, -2.5596], [-5.4455, 4.8708, 0.1179], [-0.8598, 1.1703, 1.1365], [0.0348, 1.5229, 0.7074], [3.4789, -1.1586, -3.2282], [0.8709, -0.1898, 0.1502], [0.8801, 0.9117, -0.9763], [-1.7199, 0.5091, 1.9655], [-3.0824, 1.9798, 0.2645], [-4.6696, -0.0645, 3.9121], [-1.2427, 0.9652, -0.0312], [0.0798, 2.6883, -2.3415], [0.8033, -0.5573, 7.3780], [4.5401, 2.5483, 0.7282], [-0.0491, -0.4102, -0.7509], [1.0875, -1.3608, -2.0511], [-1.0990, 0.3242, -0.3966], [3.0115, 0.2640, 2.2076], [-1.3036, 4.4647, -0.6782], [0.8719, 0.3775, 1.3127], [-1.6474, 0.0815, -0.1816], [-2.0639, 0.6244, 3.8676], [-1.4517, 1.1510, -1.8881], [2.2784, -1.3329, 1.2074], [-1.6940, -1.9281, -2.0516], [-11.3584, -8.1510, -6.5239], [-0.0098, -1.2189, -0.4406], [-1.4670, 1.2848, -0.4560], [-11.1147, -4.5797, -10.1696], [-6.9136, -2.6101, 5.0118], [-0.0955, 1.3623, -8.0612], [0.8765, 0.4373, -2.1398], [-0.1186, -0.5931, -2.2742], [0.2296, 0.5187, -0.1131], [-0.7922, -1.7221, -0.8159], [4.6291, -3.0305, 3.4967], [2.7647, -0.1813, -2.4408], [1.6295, -6.6606, 3.1157], [-0.1339, -1.2397, 0.6656], [1.6135, 0.3500, -0.7316], [-4.5431, -2.4576, 2.9315], [-1.6685, -1.3842, -1.8687], [0.2270, 1.6123, -4.9634], [0.8238, 2.5113, -0.1387], [6.4491, 1.7424, -1.6989], [-1.2650, -0.6343, -1.6830], [-4.3221, -0.7517, -4.1556], [-3.7125, 0.4999, -1.6893], [-1.3769, 1.3976, -1.6322], [0.2939, 5.3225, -2.4811], [-2.2653, -0.3439, 6.1149], [-2.6698, 0.5758, 4.7733], [-0.9338, 0.1887, -1.1724], [1.0681, -1.4298, 1.8967], [2.8721, -1.7493, -1.2352], [-3.0816, -0.7517, 1.0085], [1.4336, -0.3573, 0.6574], [-1.7566, 2.5860, 0.2362], [1.7310, -0.0892, 4.3020], [3.2667, -3.2153, -1.3752], [-1.3790, 0.4695, -1.1700], [2.5132, 0.3362, -5.9146], [3.0524, -6.2459, 2.0108], [1.6673, -0.1842, -1.7154], [1.0332, -0.4600, 0.5774], [-0.4809, -2.3751, -3.3273], [-3.2874, 1.8268, -4.1132], [0.6746, 0.6496, 6.4834], [3.3506, 3.1032, -1.1659], [3.4467, -1.6761, -0.3243], [-5.4002, 5.7036, -3.2834], [11.0695, 9.9268, 7.4725], [-0.2283, 0.4621, 0.8826], [1.3210, -0.7263, 0.1427], [-0.6388, 0.7346, 2.9979], [-1.6795, 0.7964, -0.6965], [-5.9271, 3.9569, 1.0617], [-0.3114, 1.7971, -0.8855], [1.6679, 0.0254, -1.6406], [2.4114, -0.0543, -5.0330], [3.6741, 0.2794, -2.5842], [1.2303, -0.9898, 0.5153], [6.9679, -1.3488, 6.8489], [-0.6454, -1.7733, 0.2885], [-0.6299, 0.4005, -0.3695], [0.0851, -2.6446, 6.0671], [0.1131, 0.4176, 0.3695], [-0.9330, -1.7348, -2.2707], [0.2358, 0.5578, -4.3743], [0.7660, 0.2520, 2.1652], [3.0184, -1.4159, -0.0397], [-0.5561, 0.5034, 2.9504], [-0.1084, 4.3948, 2.6659], [0.9091, 2.0740, -1.1985], [0.2696, 0.0479, 0.5938]],
  "gap_ev": 5.9096,
  "e_above_lowest_kcal_mol": 35.92
}